No. 1
C4H10O | ωB97M-V/def2-TZVPD

HOMO-LUMO gap: 10.47 eV
structure (SMILES): C=CCC.O
ΔE to the lowest compared entry with this formula, charge and spin: 116.3 kJ/mol
HOMO: -9.5970 eV

XYZ file:
```
15
Properties=species:S:1:pos:R:3:forces:R:3
O 3.738 -1.621 -0.170 -0.45 -0.22 1.13
C -0.704 -0.607 -0.082 0.55 -0.24 2.23
C -1.711 0.580 -0.141 0.59 -1.84 -0.78
C -1.039 1.723 -0.865 -0.16 1.23 0.33
C -0.048 -0.879 1.080 -0.89 0.93 -1.05
H -0.290 -0.214 1.916 0.21 -0.46 0.01
H -2.007 0.928 0.867 0.28 -0.45 -0.41
H 0.726 -1.638 1.240 -0.43 0.27 -0.33
H -0.229 2.062 -0.198 -0.15 0.14 -0.49
H -0.618 1.553 -1.870 -0.32 -0.33 0.47
H -2.628 0.257 -0.669 0.37 0.13 0.23
H -0.427 -1.234 -0.940 -0.54 0.57 -0.03
H -1.797 2.521 -0.931 0.51 0.06 -0.18
H 3.535 -0.949 0.520 0.18 -0.74 -0.73
H 3.498 -2.481 0.243 0.26 0.95 -0.41
```
Forces are in eV/Å.


No. 2
C22H60F6NO14S2Zn | ωB97M-V/def2-TZVPD

HOMO-LUMO gap: 7.38 eV
ΔE to the lowest compared entry with this formula, charge and spin: 0.0 kJ/mol
HOMO: -11.3735 eV
net charge: +1

XYZ file:
```
106
Properties=species:S:1:pos:R:3:forces:R:3
Zn 4.845 12.390 9.167 0.45 1.23 0.30
S 4.379 13.856 11.773 1.24 0.51 -1.78
S 4.534 11.338 12.430 1.10 -2.44 1.67
F 2.177 15.013 10.898 0.54 0.35 -0.56
F 5.114 9.048 11.273 0.05 0.09 -0.38
F 1.850 13.076 11.668 -0.11 -0.78 0.23
F 2.119 14.746 12.992 0.68 -0.22 0.73
F 3.568 8.924 12.753 -0.11 0.10 0.15
F 3.121 9.785 10.823 -0.13 -0.06 -0.31
O -2.638 12.444 13.049 0.23 -0.71 0.28
O 3.503 11.633 13.414 1.01 0.20 -1.42
O 5.249 13.994 8.051 0.04 -0.34 -0.81
O -0.355 18.959 10.586 -0.25 0.17 -0.01
O 8.438 6.619 14.695 -0.04 0.26 0.02
O 6.895 12.096 9.467 -0.13 -0.76 -0.57
O 4.882 14.657 10.674 -0.69 -0.48 0.28
O 2.974 12.737 8.414 -0.34 -0.66 0.34
O 3.371 17.281 17.567 0.22 -0.09 -0.21
O 7.244 16.714 11.297 0.39 -0.16 -0.07
O 1.748 11.182 15.895 -0.65 -0.09 -0.36
O 5.919 11.193 12.819 -1.27 0.08 0.01
O 6.329 16.427 8.568 0.35 -0.74 0.03
O 4.982 14.066 13.052 -0.60 -0.60 -0.37
N 4.484 12.242 11.094 -1.35 2.64 2.20
C -1.473 12.884 12.367 -0.83 -0.02 -0.68
C 5.793 18.781 8.484 1.09 -0.46 0.17
C 4.047 9.658 11.776 0.26 0.02 0.34
C 1.616 10.763 7.871 0.73 -0.11 0.08
C 6.842 17.703 8.163 -0.97 0.42 -0.58
C -1.933 13.979 11.412 -0.29 0.63 0.61
C 7.007 13.837 6.351 -0.17 -1.07 0.17
C 8.042 8.356 13.082 -0.10 0.27 -0.27
C 5.512 13.906 6.620 0.75 1.21 0.22
C 7.836 13.107 9.832 0.68 1.62 1.12
C 3.596 16.756 15.249 -0.02 -0.30 0.16
C 1.175 13.484 15.817 -1.09 -0.10 -0.03
C 8.267 13.050 11.291 0.52 -1.28 0.13
C 2.520 14.191 11.881 -0.96 0.36 -0.58
C -0.617 17.665 11.141 0.83 0.09 -1.10
C 9.080 7.551 13.824 0.24 -0.98 -0.39
C 0.710 12.082 15.395 2.08 -0.24 1.21
C 1.872 11.896 8.840 -1.15 -0.24 0.27
C 6.770 17.118 12.597 -0.83 -0.06 -0.23
C 0.393 17.502 12.265 -1.35 0.25 0.50
C 7.920 17.625 13.447 -0.65 -0.51 0.18
C 4.176 16.560 16.629 0.17 -0.01 0.36
H -1.088 12.025 11.807 -0.13 -0.07 0.15
H 9.184 13.628 11.416 -0.15 0.23 -0.01
H 7.543 13.314 12.059 -0.25 0.32 -0.36
H 5.212 16.899 16.720 0.06 0.09 -0.27
H 7.831 17.879 8.583 -0.10 0.07 0.34
H 7.388 11.269 9.380 -0.26 -0.03 0.13
H 5.510 18.635 9.525 -0.21 0.30 0.01
H 0.529 14.241 15.359 0.48 0.20 -0.31
H 4.987 13.059 6.183 -0.19 0.00 0.19
H 2.533 16.526 15.340 -0.07 0.26 -0.23
H 0.310 16.520 12.732 0.28 -0.08 -0.19
H 8.722 13.061 9.196 -0.18 -0.26 -0.15
H 6.243 16.273 13.052 0.41 -0.09 0.08
H -0.413 16.945 10.329 -0.16 -0.21 0.34
H 0.962 12.480 9.001 0.21 0.44 -0.45
H 0.699 10.232 8.117 -0.03 0.04 0.00
H 7.404 14.099 9.699 -0.41 -0.29 -0.47
H 5.500 14.910 8.326 0.06 -0.02 0.16
H 9.647 6.959 13.090 0.30 0.32 0.14
H -2.417 14.739 12.039 0.65 0.42 -0.05
H 2.240 13.563 15.609 -0.07 0.38 -0.41
H -2.920 13.084 13.708 0.16 0.13 -0.03
H 7.752 7.957 12.107 0.04 -0.50 0.20
H 7.381 12.856 6.664 0.04 0.07 0.09
H 5.963 17.835 12.405 0.40 0.34 0.18
H 2.735 13.160 7.580 0.30 0.12 0.05
H 2.446 10.051 7.914 -0.11 -0.10 0.00
H 3.759 17.765 14.875 -0.19 0.05 0.03
H -0.932 19.085 9.825 0.04 0.07 0.10
H 6.602 16.256 9.485 -0.16 0.47 0.20
H 8.455 9.335 12.828 -0.28 0.20 0.40
H -0.677 13.184 13.055 -0.10 0.28 -0.03
H 9.765 8.180 14.400 -0.09 0.10 -0.13
H 9.132 6.210 15.220 -0.13 -0.11 0.05
H 5.135 14.853 6.229 -0.25 -0.26 -0.33
H 7.572 17.970 14.420 -0.09 0.27 -0.13
H 3.913 17.434 18.346 -0.16 0.02 0.09
H 0.100 18.213 13.042 0.27 0.07 0.03
H 6.240 19.764 8.339 -0.17 0.10 0.08
H 8.557 16.769 13.685 0.32 0.17 -0.24
H 8.450 18.420 12.923 0.16 0.01 0.16
H 4.188 15.494 16.878 -0.13 -0.06 0.03
H 8.202 16.811 11.322 -0.04 -0.06 -0.11
H 2.363 11.086 15.159 0.14 -0.09 0.24
H 2.090 11.562 9.849 0.45 -0.19 -0.16
H -1.141 14.404 10.791 -0.09 0.11 0.06
H -1.675 17.580 11.409 0.23 -0.11 0.40
H 7.144 8.407 13.698 0.05 0.46 -0.03
H 1.064 13.674 16.886 -0.02 -0.46 0.08
H 8.555 12.021 11.543 0.03 0.04 -0.05
H -0.210 11.768 15.881 -0.22 0.10 -0.29
H 7.544 14.588 6.923 -0.03 0.24 -0.24
H 0.713 11.936 14.316 -0.58 0.31 -0.10
H 4.015 16.036 14.544 0.13 0.03 0.03
H 1.572 11.114 6.838 -0.25 0.10 0.03
H 1.393 17.755 11.928 0.07 -0.24 -0.07
H -2.808 13.711 10.817 0.44 -0.72 -0.32
H 6.973 17.687 7.080 0.08 -0.29 -0.03
H 4.935 18.671 7.827 -0.10 -0.02 0.08
H 7.208 13.879 5.281 0.02 0.36 0.02
```
Forces are in eV/Å.


No. 3
C9H12O3S | ωB97M-V/def2-TZVPD

HOMO-LUMO gap (spin up / spin down): 5.72 / 7.88 eV
ΔE to the lowest compared entry with this formula, charge and spin: 548.9 kJ/mol
HOMO (spin up / spin down): -6.4295 / -7.4617 eV

XYZ file:
```
25
Properties=species:S:1:pos:R:3:forces:R:3
S 0.326 -2.718 0.138 -1.74 1.68 -0.28
O 4.043 1.178 -0.213 -0.81 0.05 -0.44
O 1.779 -2.578 0.297 1.41 -0.14 0.11
O 1.841 0.436 -0.053 -1.23 -1.64 -0.16
C -1.863 0.559 0.214 0.55 1.04 -0.88
C -0.330 -1.091 0.022 3.87 -0.09 -0.69
C -1.726 -0.759 -0.001 -0.69 0.54 0.67
C 4.387 -0.186 -0.048 -3.89 -2.71 -0.57
C -3.129 1.303 0.219 -0.48 1.34 -2.48
C -2.858 -1.719 -0.183 0.20 -0.90 -1.79
C 2.723 1.469 -0.164 -1.68 -2.21 0.64
C 0.449 0.149 -0.080 0.20 0.54 0.94
C -0.556 1.283 0.133 1.97 0.49 -1.17
H -3.744 0.883 0.911 -2.23 -1.81 1.71
H -3.020 -1.986 -1.297 0.25 0.71 1.53
H -0.267 1.823 1.102 -0.43 -0.25 -1.48
H -2.626 -2.692 0.244 -0.11 -0.01 0.37
H -0.447 1.959 -0.862 -0.63 -0.93 2.45
H 2.321 2.398 -0.435 0.17 1.26 -0.37
H 5.264 -0.319 0.436 2.91 0.41 1.54
H 4.440 -0.856 -0.948 -0.19 1.36 0.05
H -3.797 -1.340 0.209 0.01 -0.01 0.07
H -3.167 2.334 0.626 0.84 -0.22 -0.92
H 3.593 -0.743 0.558 1.06 0.94 -0.60
H -3.636 1.212 -0.824 0.66 0.54 1.77
```
Forces are in eV/Å.


No. 4
HN5O | ωB97M-V/def2-TZVPD

HOMO-LUMO gap (spin up / spin down): 7.28 / 7.29 eV
ΔE to the lowest compared entry with this formula, charge and spin: 356.5 kJ/mol
HOMO (spin up / spin down): -7.9161 / -7.9176 eV

XYZ file:
```
7
Properties=species:S:1:pos:R:3:forces:R:3
O -0.182 0.796 -0.613 3.28 1.43 -0.30
N -1.267 -2.427 -0.826 -0.01 -0.75 0.08
N -1.047 -0.136 -0.753 -3.75 2.06 0.31
N -1.024 -1.322 -0.756 1.46 -2.01 -0.03
N 1.040 1.032 0.859 -2.67 -3.19 2.59
N 0.869 0.465 1.834 1.11 1.75 -2.09
H 1.611 1.592 0.255 0.59 0.70 -0.57
```
Forces are in eV/Å.


No. 5
C9H16N2 | ωB97M-V/def2-TZVPD

HOMO-LUMO gap: 7.95 eV
ΔE to the lowest compared entry with this formula, charge and spin: 430.4 kJ/mol
HOMO: -7.2694 eV

XYZ file:
```
27
Properties=species:S:1:pos:R:3:forces:R:3
N 0.729 -1.449 3.172 -0.49 0.48 -1.30
N -0.712 1.166 1.482 -1.06 2.37 1.79
C -0.300 -0.066 1.280 2.90 -1.44 -3.88
C 0.008 -0.877 -2.284 -0.45 2.12 2.24
C -0.950 -0.799 0.146 -1.93 0.77 -1.09
C 1.267 -0.184 -0.133 -2.04 3.25 1.88
C -0.304 1.939 2.634 -1.82 1.93 -0.82
C -0.949 2.040 0.370 -0.27 -1.06 -2.29
C 0.266 -1.089 -0.747 -1.14 -0.87 -2.10
C 0.282 -0.872 2.263 0.70 -0.61 2.84
C 0.880 -2.480 -0.628 0.09 -0.80 0.26
H 1.958 -0.756 0.351 2.45 -0.79 1.18
H -1.678 -1.491 0.533 0.17 -1.44 0.00
H -0.461 1.593 -0.591 -0.92 1.24 1.65
H -0.374 -1.753 -2.661 -0.20 -2.34 -1.29
H 1.551 0.898 -0.339 -0.52 -1.74 -0.32
H -1.713 -0.126 -0.371 1.37 -0.42 0.44
H -0.510 2.958 0.678 0.60 0.96 -0.57
H -0.851 -0.200 -2.478 0.89 0.36 0.20
H 1.841 -2.504 -1.161 -0.26 0.02 0.06
H 0.952 -0.529 -2.684 -0.13 -0.10 -0.67
H -2.027 2.270 0.181 0.67 -0.47 0.07
H -0.484 1.389 3.516 0.08 -0.60 1.13
H 0.736 2.330 2.590 -0.52 -0.12 -0.07
H -1.113 2.792 2.589 1.99 -1.17 0.78
H 0.272 -3.305 -0.987 -0.38 0.12 -0.49
H 1.076 -2.786 0.396 0.21 0.35 0.37
```
Forces are in eV/Å.


No. 6
C8H15NOPTm | ωB97M-V/def2-TZVPD

<S²>: 2.047
HOMO-LUMO gap (spin up / spin down): 2.68 / 4.36 eV
ΔE to the lowest compared entry with this formula, charge and spin: 0.0 kJ/mol
HOMO (spin up / spin down): -4.2891 / -5.6692 eV
multiplicity: 3

XYZ file:
```
27
Properties=species:S:1:pos:R:3:forces:R:3
Tm 1.652 -1.771 -0.789 0.85 1.48 -1.66
P -0.361 -3.489 -1.269 -1.91 -1.53 -0.51
O 1.042 -1.256 1.017 0.40 -0.22 -1.48
N 0.501 -0.050 2.845 -0.31 2.88 1.52
C 0.195 -0.047 4.270 0.20 -0.05 -0.62
C 0.619 -1.206 2.224 -0.56 -2.47 1.36
C 0.393 2.359 -3.323 -0.41 -0.55 0.09
C 0.642 1.325 -2.388 -2.19 -0.94 0.32
C 0.685 1.201 2.100 -0.16 -0.39 0.40
C -1.000 2.381 -3.631 0.52 -0.67 0.67
C -0.692 0.686 -2.084 1.98 0.86 -0.76
C -1.652 1.356 -2.882 0.71 0.04 -0.02
H 0.975 -0.587 4.828 -0.09 0.11 0.00
H 1.609 1.038 -1.948 -0.21 0.33 0.02
H -0.868 -0.114 -1.352 -0.06 0.34 -0.14
H -0.870 -4.316 -0.189 0.26 0.49 -0.63
H -1.486 3.070 -4.320 0.13 -0.16 0.20
H -0.155 -4.571 -2.216 -0.21 0.59 0.56
H 0.159 0.988 4.611 -0.10 -0.23 0.07
H 0.370 -2.134 2.737 0.03 0.24 0.11
H 1.693 1.253 1.665 -0.19 0.08 0.08
H -2.713 1.114 -2.924 0.27 0.14 0.07
H -0.764 -0.548 4.464 0.07 0.17 0.04
H 0.555 2.023 2.814 0.05 -0.13 -0.36
H -0.047 1.291 1.283 0.19 0.06 0.17
H 1.149 3.021 -3.743 -0.22 -0.17 0.10
H -1.632 -3.016 -1.800 0.95 -0.28 0.40
```
Forces are in eV/Å.


No. 7
C28H27N5O2Ti | ωB97M-V/def2-TZVPD

<S²>: 2.024
HOMO-LUMO gap (spin up / spin down): 6.31 / 7.92 eV
ΔE to the lowest compared entry with this formula, charge and spin: 44.9 kJ/mol
HOMO (spin up / spin down): -6.0221 / -7.7499 eV
multiplicity: 3

XYZ file:
```
63
Properties=species:S:1:pos:R:3:forces:R:3
Ti 11.450 8.059 12.876 -0.30 -0.47 0.66
O 11.502 12.184 12.801 0.23 -0.15 0.86
O 12.520 6.142 12.834 -0.03 0.08 0.34
N 10.837 8.188 15.144 0.61 0.27 0.59
N 13.462 9.263 12.431 -0.11 -0.04 1.11
N 9.736 7.584 10.473 0.24 -0.26 0.77
N 11.069 9.977 13.381 0.79 1.14 -0.37
N 10.857 8.142 10.962 0.11 -0.45 -0.87
C 11.126 7.370 16.175 -1.53 1.45 0.55
C 9.526 7.085 12.837 -0.53 -0.78 -0.32
C 7.903 6.241 11.133 0.66 -0.02 -0.55
C 8.674 6.477 13.775 0.04 -1.12 0.66
C 7.512 5.760 13.442 1.26 1.18 -1.40
C 11.258 11.217 8.973 -0.93 1.56 0.07
C 11.391 9.079 10.072 0.51 2.05 -0.35
C 13.042 5.745 11.520 0.42 0.80 0.67
C 11.525 4.062 12.296 0.17 -1.20 0.14
C 13.995 11.481 11.755 -0.09 -0.71 0.40
C 10.681 10.263 9.806 -0.09 -0.46 -0.97
C 7.136 5.656 12.091 -0.87 -0.21 1.11
C 11.859 5.003 13.468 0.14 -0.22 -0.11
C 10.551 7.554 17.444 -0.12 -0.92 -0.31
C 10.034 9.260 15.331 -0.92 -0.57 1.45
C 12.690 9.015 9.583 -0.39 0.05 -1.23
C 9.886 10.213 14.167 0.22 0.02 0.34
C 9.550 8.525 17.609 1.58 0.35 -1.28
C 15.190 11.071 11.188 -0.68 -0.17 0.18
C 11.833 11.007 12.949 -1.57 0.02 -0.99
C 14.699 8.891 12.063 -0.90 -0.08 -0.48
C 13.144 10.562 12.397 1.47 -0.11 -1.10
C 12.542 11.130 8.453 -0.66 -0.37 0.15
C 9.323 9.434 16.549 1.67 -2.08 0.18
C 12.066 4.749 11.013 -0.01 -1.43 -0.53
C 13.255 9.992 8.728 -0.23 -0.72 1.10
C 9.086 6.896 11.493 0.01 1.26 0.05
C 15.544 9.729 11.382 1.37 0.99 0.03
H 13.672 12.486 11.741 -0.31 0.91 -0.16
H 9.820 11.265 14.569 -0.15 -0.96 -0.74
H 14.095 5.409 11.642 -0.69 0.06 -0.09
H 7.679 6.227 10.076 -0.28 -0.10 -0.06
H 11.227 5.259 10.547 -0.01 0.22 -0.04
H 15.789 11.788 10.603 -0.16 -0.57 0.47
H 6.905 5.379 14.205 -0.76 -0.68 0.95
H 11.781 6.555 15.974 0.51 -0.42 -0.09
H 9.632 10.286 10.103 0.33 0.38 0.15
H 10.452 3.923 12.151 -0.04 0.23 0.36
H 12.543 4.599 14.271 -0.67 0.23 -1.03
H 14.923 7.854 12.241 0.25 -0.21 -0.04
H 11.904 3.049 12.541 0.16 0.55 -0.55
H 16.564 9.451 11.103 -0.50 -0.39 -0.03
H 8.962 6.362 14.844 -0.16 0.65 -0.58
H 10.906 5.334 13.891 0.46 0.25 0.20
H 13.127 8.056 9.701 1.00 -0.46 0.12
H 10.849 6.846 18.248 -0.38 0.73 -0.57
H 12.496 4.079 10.213 -0.35 0.46 1.09
H 14.257 9.893 8.361 0.32 -0.33 -0.18
H 12.884 11.913 7.797 0.29 0.06 -0.02
H 10.737 12.167 8.710 -0.01 -0.99 0.42
H 6.185 5.176 11.867 0.23 -0.02 -0.19
H 8.703 10.254 16.763 -0.82 1.04 -0.29
H 9.123 8.663 18.581 -0.44 0.09 0.23
H 12.962 6.665 10.955 0.51 0.02 -0.21
H 8.998 9.882 13.591 0.09 0.59 0.34
```
Forces are in eV/Å.


No. 8
C6H9O2 | ωB97M-V/def2-TZVPD

HOMO-LUMO gap: 5.08 eV
ΔE to the lowest compared entry with this formula, charge and spin: 619.5 kJ/mol
HOMO: -2.7474 eV
net charge: -1

XYZ file:
```
17
Properties=species:S:1:pos:R:3:forces:R:3
O -3.213 -0.763 -1.277 0.89 0.03 -0.63
O -2.665 -0.790 0.889 0.59 0.18 -0.35
C 2.549 -0.047 0.556 -0.89 0.14 -1.10
C -0.952 -0.955 -0.688 2.29 -2.09 1.41
C 1.393 0.670 -1.555 -0.14 -0.07 -0.38
C 0.225 -0.618 0.149 -1.84 0.79 -0.33
C -2.399 -0.812 -0.342 -2.24 -0.38 2.51
C 1.478 -0.017 -0.347 0.63 -0.77 0.68
H 3.392 0.581 0.299 0.30 -0.32 0.37
H 0.448 0.974 -1.992 0.06 -0.14 0.04
H -1.538 1.765 2.665 0.32 0.12 -0.14
H 2.282 1.163 -1.925 0.01 0.10 -0.02
H 0.033 -0.342 1.185 -0.37 -0.16 0.03
H 2.513 -0.771 1.344 0.43 -0.06 0.43
H -0.805 -1.771 -1.396 0.53 1.42 -1.27
H -0.586 0.160 -0.568 -0.25 1.31 -1.38
H -2.157 1.573 3.004 -0.31 -0.11 0.14
```
Forces are in eV/Å.